This record from the Open Molecules 2025 dataset describes 10 unconnected molecules or ions with the total composition C55H120F4O29. The level of theory is ωB97M-V with the def2-TZVPD basis set.

Output
- Structure (SMILES): O=C1OC[C@@H](F)O1.CCOC(=O)C(F)(F)F.COCCOCCOC.COCCOCCOC.COCCOCCOC.COCCOCCOC.COCCOCCOC.COCCOCCOC.COCCOCCOC.COCCOCCOC
- Kohn-Sham gap: 0.3504 hartree
- Energy: -129212.046 eV

Geometry as XYZ:
```
208
Properties=species:S:1:pos:R:3:forces:R:3:lowdin_charge:R:1
O 4.965453 -22.277145 -19.596911 -0.20 -0.17 0.09 0.149
C 5.915137 -22.109627 -20.297312 -0.85 0.68 0.49 -0.564
O 5.879738 -21.336486 -21.404543 0.10 -0.26 -0.01 0.082
C 7.080706 -21.579766 -22.119310 0.67 -1.01 0.70 -0.048
C 8.040405 -22.110300 -21.043565 -1.69 -1.06 -0.43 -0.298
F 8.793354 -21.201917 -20.459440 1.12 1.61 0.57 0.112
O 7.132001 -22.593020 -20.041552 0.33 -0.03 -0.69 0.146
H 6.960957 -22.343063 -22.860935 -0.39 -0.58 -0.27 0.113
H 7.439980 -20.740549 -22.643900 0.31 1.38 -0.20 0.128
H 8.629985 -22.937423 -21.366256 0.44 -0.45 -0.25 0.138
C 2.608204 -19.634611 -21.198164 -0.10 1.37 -1.12 -0.054
C 1.886702 -20.804213 -20.642549 1.00 -1.17 0.95 -0.217
O 0.729544 -21.102800 -21.452475 -0.78 -1.65 -0.02 0.018
C -0.117571 -21.983425 -20.842635 0.14 1.80 -1.99 -0.381
O -0.120810 -22.270749 -19.704636 0.32 -0.82 1.76 0.180
C -1.280305 -22.496265 -21.740132 0.05 0.49 0.27 -0.551
F -1.186305 -23.821193 -21.881211 -0.35 -0.07 0.52 0.162
F -2.437950 -22.125623 -21.148539 0.40 -0.73 -0.01 0.158
F -1.313119 -21.999526 -22.953909 0.26 0.62 -0.91 0.181
H 3.173644 -19.834280 -22.114416 0.14 -0.33 0.34 0.061
H 3.254399 -19.085016 -20.482136 -0.46 -0.65 -0.31 0.101
H 1.819170 -18.954134 -21.549898 0.23 0.27 0.30 0.087
H 1.510114 -20.574936 -19.662771 -0.05 0.12 0.56 0.118
H 2.546457 -21.711749 -20.533687 -0.75 0.78 -0.28 0.120
C 4.528208 -28.801566 -19.654808 1.08 1.02 1.03 -0.137
O 4.339603 -29.418038 -20.873186 -0.10 -0.87 -0.67 -0.178
C 4.394141 -30.818110 -20.678397 -0.03 -0.87 0.14 -0.195
C 4.023499 -31.635729 -21.907530 -0.78 0.64 -1.57 -0.145
O 2.652343 -32.092879 -22.065825 0.63 0.89 0.84 -0.127
C 1.703738 -31.040860 -22.214224 0.08 0.74 -1.48 -0.173
C 0.353759 -31.626822 -22.682757 0.44 0.76 1.17 -0.173
O -0.364358 -32.216050 -21.600051 -0.15 0.88 -0.16 -0.184
C -1.658150 -32.587907 -21.998189 -1.11 -0.82 0.10 -0.142
H 4.635062 -27.730546 -19.790959 0.19 0.15 -0.24 0.074
H 5.402620 -29.163427 -19.069471 -0.07 0.01 -0.61 0.108
H 3.712048 -28.919431 -18.981523 -1.14 -0.32 0.57 0.072
H 3.732927 -31.120664 -19.858205 -0.16 0.09 0.08 0.135
H 5.414693 -31.097189 -20.346745 -0.22 0.12 -0.25 0.129
H 4.632079 -32.527866 -21.985602 0.00 -0.26 0.30 0.117
H 4.252574 -31.047483 -22.827871 0.06 -0.07 0.51 0.127
H 2.043813 -30.252469 -22.963494 -0.15 -1.30 -0.09 0.126
H 1.626476 -30.325380 -21.388088 -0.34 -0.93 0.78 0.104
H 0.476843 -32.439821 -23.366450 0.60 -0.21 -1.06 0.118
H -0.228313 -30.804193 -23.143206 0.15 -0.35 0.22 0.106
H -1.710271 -33.700416 -22.253504 0.09 1.40 -0.14 0.103
H -2.135125 -31.937492 -22.794371 0.89 -0.74 0.48 0.097
H -2.318865 -32.453342 -21.133458 0.15 -0.13 0.01 0.077
C 3.154787 -24.257088 -17.933285 0.18 -0.99 -0.49 -0.072
O 3.916610 -25.453398 -18.286673 -0.90 0.65 1.51 -0.217
C 4.516585 -26.026504 -17.103971 0.04 -0.78 -1.20 -0.170
C 3.577194 -26.583020 -16.021479 -0.08 2.76 -1.09 -0.232
O 3.014246 -27.776480 -16.367414 -1.87 -0.83 -0.12 -0.106
C 1.657620 -27.638210 -16.839799 1.03 0.27 -1.02 -0.171
C 0.975167 -28.949166 -16.823461 -1.03 -0.54 -0.77 -0.219
O 0.420000 -29.150774 -15.561798 0.12 0.54 1.58 -0.195
C -0.230045 -30.364578 -15.299947 -1.37 0.24 -0.20 -0.113
H 3.776160 -23.570600 -17.363417 0.15 0.09 0.11 0.087
H 2.231363 -24.484176 -17.340596 0.62 0.07 -0.65 0.082
H 2.934174 -23.790783 -18.894832 -0.26 0.03 0.31 0.056
H 5.232995 -25.299537 -16.724421 0.06 0.07 0.41 0.121
H 5.060811 -26.903549 -17.498644 0.06 0.38 0.23 0.119
H 2.827290 -25.760447 -15.791409 0.59 -1.09 0.12 0.133
H 4.179375 -26.762563 -15.179404 0.85 0.01 1.41 0.110
H 1.706086 -27.293486 -17.894116 -0.14 0.09 0.63 0.120
H 1.043980 -26.953045 -16.236062 0.46 0.07 -0.02 0.126
H 1.692105 -29.744806 -17.012056 0.09 -0.22 -0.56 0.133
H 0.168434 -28.871676 -17.620518 0.76 -0.56 0.78 0.128
H -0.918329 -30.486886 -16.186889 0.51 -0.85 0.95 0.100
H -0.861679 -30.239683 -14.371828 0.61 0.11 -1.02 0.097
H 0.437937 -31.220894 -15.065204 -0.16 0.38 -0.71 0.089
C -1.397142 -27.483273 -19.304583 -0.48 1.56 -1.51 -0.064
O -0.198373 -26.741851 -19.077815 -0.82 -1.50 0.67 -0.201
C -0.518023 -25.407101 -18.913688 0.49 1.59 1.00 -0.198
C -0.913337 -24.898421 -17.487122 0.01 -0.92 -2.47 -0.180
O -2.205213 -25.374336 -17.240220 0.09 -0.29 0.68 -0.145
C -2.532336 -25.118878 -15.889185 1.39 0.87 -0.69 -0.181
C -2.958616 -23.698941 -15.658106 -0.06 1.59 2.10 -0.221
O -4.093711 -23.276104 -16.369055 -0.44 0.11 1.29 -0.170
C -3.853029 -22.769527 -17.638285 -0.72 -0.18 -0.82 -0.115
H -1.662337 -27.367967 -20.373857 -0.15 0.27 0.44 0.095
H -2.163201 -27.082210 -18.664596 -0.47 -0.19 0.18 0.082
H -1.326563 -28.522906 -19.211301 0.80 -1.55 0.68 0.067
H -1.300413 -25.092901 -19.617213 0.20 0.07 -0.01 0.130
H 0.427732 -24.930103 -19.121074 0.10 0.83 -0.31 0.091
H -0.907415 -23.824485 -17.476356 0.10 0.81 -0.32 0.106
H -0.173230 -25.199806 -16.763090 0.19 -0.59 0.53 0.099
H -1.610531 -25.322405 -15.302524 -0.75 -0.09 0.27 0.136
H -3.334326 -25.749152 -15.650438 -1.05 -1.07 0.54 0.116
H -2.143713 -22.913333 -15.711721 -0.53 -0.92 -0.34 0.137
H -3.272806 -23.653575 -14.569878 0.33 -0.09 -0.97 0.142
H -3.591640 -23.624400 -18.210550 0.23 -0.57 -1.35 0.066
H -3.008650 -22.096093 -17.691720 0.17 0.63 0.20 0.083
H -4.790775 -22.319139 -18.047029 0.83 -0.21 0.49 0.109
C 8.348013 -31.994410 -22.638663 0.30 -1.64 -1.90 -0.094
O 7.927640 -30.972264 -23.547025 0.64 -0.12 0.91 -0.189
C 7.553282 -31.401396 -24.823040 -2.00 -2.13 -0.49 -0.246
C 6.959715 -30.260298 -25.609116 0.27 -0.58 -1.04 -0.237
O 5.823694 -29.639649 -25.106625 -0.85 0.77 0.28 -0.123
C 5.989033 -28.771115 -23.952081 -0.04 -2.62 0.60 -0.149
C 4.862727 -27.826749 -23.738350 0.52 0.41 -1.74 -0.189
O 5.152793 -26.678033 -24.486431 1.18 0.75 -0.02 -0.195
C 4.049084 -25.982050 -24.985143 -0.08 -1.28 -0.85 -0.082
H 8.533543 -31.670458 -21.631340 -0.27 0.67 0.19 0.078
H 9.269317 -32.418023 -23.043267 0.52 0.18 0.21 0.079
H 7.728235 -32.932505 -22.642014 -0.38 1.12 0.09 0.094
H 6.751748 -32.226101 -24.669781 0.96 1.06 -0.38 0.146
H 8.276802 -31.864046 -25.579151 0.13 0.47 1.56 0.142
H 6.728698 -30.708694 -26.626732 -0.09 0.67 1.05 0.142
H 7.764612 -29.550828 -25.768722 0.26 0.54 -0.07 0.122
H 6.971945 -28.342357 -23.958137 0.45 0.77 -0.23 0.115
H 5.985788 -29.426045 -23.076171 0.12 -0.10 0.06 0.105
H 4.789522 -27.617353 -22.690435 -0.40 0.17 0.72 0.101
H 3.952738 -28.212598 -24.171357 -0.64 -0.76 0.37 0.125
H 4.462933 -25.159125 -25.542137 -0.11 0.62 -0.09 0.089
H 3.419243 -25.688903 -24.158064 -0.43 0.43 -0.06 0.056
H 3.525874 -26.654251 -25.722522 -0.04 0.74 0.69 0.097
C 4.992780 -32.406815 -30.254211 0.67 0.25 0.74 -0.115
O 4.550579 -31.661949 -29.129775 -0.13 -0.36 0.16 -0.208
C 3.468342 -32.207947 -28.348033 0.96 1.63 -0.36 -0.165
C 3.054523 -31.075116 -27.368324 1.48 0.06 -1.80 -0.179
O 2.365882 -30.058642 -28.096193 0.17 0.43 1.30 -0.149
C 2.482825 -28.783258 -27.363724 -0.41 -1.54 -1.38 -0.147
C 1.534693 -27.866162 -28.128119 1.12 0.19 -1.37 -0.191
O 1.745069 -26.550918 -27.659999 0.10 -1.15 1.31 -0.201
C 1.223878 -25.554616 -28.445780 1.38 -0.24 -1.50 -0.123
H 5.824860 -31.837654 -30.703320 -0.28 -0.23 0.31 0.089
H 4.240467 -32.498624 -31.023071 -0.54 -0.23 -0.17 0.076
H 5.376626 -33.393508 -29.938796 -0.21 0.16 -0.25 0.087
H 3.742731 -33.140505 -27.839547 0.22 0.19 0.15 0.122
H 2.637203 -32.431444 -29.005837 -0.44 -0.02 -0.19 0.117
H 3.923048 -30.609264 -26.828596 -0.50 -0.73 -0.47 0.127
H 2.423194 -31.564024 -26.698219 -1.33 -0.46 1.67 0.094
H 3.554382 -28.561668 -27.393427 -0.21 0.73 -0.13 0.132
H 2.182166 -28.877559 -26.321780 -0.11 -0.12 0.02 0.096
H 0.497025 -28.271006 -28.107957 0.38 0.56 0.44 0.130
H 1.813054 -27.844135 -29.224101 -0.13 -0.39 0.86 0.137
H 1.517742 -25.703587 -29.513034 0.01 0.23 0.44 0.102
H 1.645411 -24.642414 -28.076551 -0.02 0.74 0.06 0.079
H 0.181225 -25.561103 -28.429751 -2.04 0.29 0.16 0.067
C 1.774003 -22.835580 -24.408481 0.88 -0.78 -0.34 -0.066
O 3.118460 -22.402946 -24.148067 0.10 0.15 0.08 -0.216
C 3.454830 -21.147577 -24.731032 -2.14 0.13 -0.15 -0.190
C 3.699721 -21.325616 -26.226041 1.99 -0.23 0.97 -0.175
O 3.747518 -20.099070 -26.934714 1.23 -0.78 -0.18 -0.106
C 2.589307 -19.355589 -26.874406 -1.05 0.70 -0.14 -0.234
C 2.228072 -18.605442 -28.145659 1.73 -0.39 -1.31 -0.156
O 3.227162 -17.643075 -28.589361 -1.36 -0.14 1.04 -0.185
C 4.059636 -18.114113 -29.607481 -0.07 0.10 -0.28 -0.127
H 1.887360 -23.904041 -24.662792 -0.46 0.20 0.57 0.090
H 1.391567 -22.405103 -25.324152 -0.25 0.49 -0.15 0.078
H 1.077958 -22.643043 -23.577218 0.45 -0.09 -0.23 0.077
H 4.218097 -20.630086 -24.137674 0.08 -0.39 -0.37 0.132
H 2.522173 -20.565618 -24.693415 0.29 0.46 0.46 0.107
H 2.978739 -22.030103 -26.607683 -0.65 -0.01 -0.41 0.112
H 4.672411 -21.857649 -26.287898 -0.29 0.60 -0.52 0.130
H 2.539292 -18.653413 -26.037675 0.64 0.29 0.06 0.133
H 1.755877 -19.996647 -26.653304 -0.83 -0.63 -0.15 0.114
H 1.348092 -18.073163 -27.904008 -1.00 0.87 0.16 0.105
H 1.972636 -19.272111 -29.011380 0.34 0.23 0.75 0.136
H 3.440027 -18.424011 -30.478616 0.66 0.01 0.29 0.097
H 4.675827 -18.896775 -29.206326 0.23 -0.94 -0.18 0.066
H 4.770567 -17.326540 -29.874418 -0.44 0.16 -0.15 0.089
C 2.973243 -24.313657 -21.619920 0.06 -0.58 0.24 -0.065
O 2.612927 -25.628578 -21.976734 0.41 0.02 -1.43 -0.194
C 2.169839 -26.385136 -20.908889 -0.01 -1.92 0.59 -0.188
C 1.544688 -27.745913 -21.297262 0.46 0.91 -1.25 -0.148
O 0.210971 -27.664809 -21.795313 0.21 0.04 -0.04 -0.134
C 0.049077 -26.812826 -22.920261 -1.57 0.77 0.76 -0.179
C 0.934397 -27.051573 -24.087275 -1.51 0.26 -1.13 -0.239
O 0.899172 -28.321763 -24.626685 -0.19 -2.50 -0.36 -0.212
C -0.303896 -28.851360 -25.193845 -0.05 1.09 -0.54 -0.086
H 3.224344 -23.735945 -22.499563 -0.39 0.05 -0.21 0.073
H 3.895129 -24.395053 -21.071670 0.33 0.39 0.91 0.069
H 2.162773 -23.873630 -21.012818 0.31 0.18 -0.17 0.088
H 1.386920 -25.867699 -20.423823 -0.89 0.67 0.64 0.079
H 2.922671 -26.597006 -20.117691 -0.01 0.40 -0.66 0.111
H 1.556685 -28.315223 -20.392815 -0.48 -0.46 0.62 0.107
H 2.105994 -28.330274 -22.037099 0.49 0.45 0.20 0.102
H 0.250849 -25.744070 -22.648908 -0.42 -0.67 -0.02 0.123
H -1.043574 -26.928465 -23.188646 1.09 0.26 0.21 0.147
H 1.932641 -26.891629 -23.795119 1.12 0.29 0.11 0.067
H 0.632907 -26.349259 -24.896457 0.29 0.19 0.44 0.143
H -0.045653 -29.780428 -25.754479 -0.09 0.73 0.51 0.103
H -0.734157 -28.095260 -25.908842 0.35 -0.61 0.35 0.099
H -1.111430 -29.054781 -24.470161 0.48 -0.05 0.07 0.080
C 6.580182 -25.474592 -21.648906 -1.58 0.31 -0.34 -0.071
O 7.723046 -24.859347 -22.221156 -0.58 0.21 0.99 -0.172
C 7.885655 -25.093787 -23.580418 1.39 -0.44 -1.34 -0.190
C 9.127001 -24.315859 -24.124459 -1.67 -0.12 0.54 -0.160
O 8.873054 -22.925646 -24.000067 0.31 0.95 -1.20 -0.163
C 9.597580 -22.083978 -24.910792 1.29 -0.17 -0.69 -0.163
C 9.115693 -22.084702 -26.369765 0.75 -1.70 -0.05 -0.243
O 7.767093 -21.746455 -26.493267 0.06 1.18 -0.40 -0.174
C 7.445025 -21.541194 -27.853032 -1.42 1.05 -0.53 -0.119
H 6.594220 -26.548722 -21.632931 0.59 -0.79 -0.25 0.078
H 5.607135 -25.239990 -22.154400 0.91 0.16 -0.21 0.094
H 6.393131 -25.181502 -20.621404 0.69 0.45 0.21 0.088
H 6.971039 -24.877328 -24.178096 0.54 -0.03 0.39 0.135
H 8.186508 -26.151459 -23.763380 -0.57 0.23 0.11 0.129
H 9.270500 -24.672869 -25.143526 -0.03 0.29 -0.27 0.118
H 10.022769 -24.534397 -23.568762 0.42 -0.39 0.44 0.123
H 10.717337 -22.376320 -24.942820 -1.57 0.42 0.18 0.153
H 9.521125 -21.044980 -24.616513 -0.04 0.08 0.86 0.116
H 9.173833 -23.146089 -26.652527 0.33 0.00 -0.57 0.111
H 9.799175 -21.504472 -27.078044 -0.76 -0.41 1.15 0.150
H 8.032074 -20.785463 -28.410121 0.21 0.18 0.86 0.087
H 6.376301 -21.155890 -27.903179 1.22 -0.88 0.04 0.098
H 7.626875 -22.423586 -28.457468 -0.47 -0.64 0.06 0.083
```
Forces are in eV/Å.